(1)
Formula: C6H36N2O10
Source: the Open Molecules 2025 dataset
Level of theory: the ωB97M-V functional and the def2-TZVPD basis

Properties
Highest occupied orbital energy (eV): -7.87
Orbital gap (hartree): 0.2920
SMILES string: CNCCC[C@H](C)N.O.O.O.O.O.O.O.O.O.O
LUMO level (eV): 0.076

```
54
Properties=species:S:1:pos:R:3:forces:R:3:nbo_charge:R:1
C 2.642 1.432 -0.335 -0.556 -0.435 0.042 -0.4110
N 1.317 0.781 -0.347 0.194 0.033 0.184 -0.6854
C 0.124 1.517 -0.758 0.477 1.436 -2.160 -0.2637
C -0.456 2.553 0.189 -1.369 -2.017 2.930 -0.4434
C -1.114 1.712 1.390 1.220 1.282 -0.667 -0.4021
C -2.637 1.494 1.154 1.657 -0.739 0.714 -0.0472
C -3.467 2.783 1.348 0.711 -1.021 -0.102 -0.6457
N -3.036 0.398 2.023 -0.608 0.838 0.074 -0.9015
H 2.611 2.517 -0.556 0.201 -0.510 0.297 0.1565
H 2.999 1.214 0.679 0.552 0.629 -0.266 0.2065
H 3.317 0.928 -1.045 -0.098 0.416 0.041 0.1765
H 1.225 0.434 0.601 -0.623 -0.211 -0.086 0.3981
H -0.582 0.782 -1.113 -0.775 -0.198 0.485 0.1935
H 0.309 2.102 -1.679 0.459 -0.967 0.243 0.2260
H -1.370 3.099 -0.031 0.593 0.496 -1.440 0.2261
H 0.264 3.230 0.670 0.117 -0.107 -0.566 0.1865
H -0.748 2.277 2.264 -1.221 -0.329 0.378 0.1970
H -0.595 0.766 1.460 -0.183 -0.403 0.024 0.2147
H -2.692 1.102 0.127 -0.231 0.397 0.003 0.1736
H -2.965 3.402 2.096 0.030 0.476 -0.546 0.2067
H -4.344 2.442 1.849 -1.022 -0.023 0.005 0.2298
H -3.699 3.222 0.371 0.077 0.480 0.522 0.2067
H -2.472 0.260 2.846 -0.180 -0.375 -0.192 0.4033
H -3.519 -0.369 1.597 0.156 -0.198 0.205 0.3690
O 1.683 -3.155 1.865 0.651 0.324 -0.563 -0.9908
H 1.695 -4.058 2.170 0.246 -0.414 -0.189 0.5011
H 2.110 -3.025 0.989 0.407 -0.682 0.163 0.5270
O 1.464 -0.041 -4.589 0.054 -1.138 0.338 -0.9850
H 2.398 -0.178 -4.802 -0.556 0.950 -0.291 0.4957
H 1.042 0.784 -4.831 0.769 0.237 -0.278 0.5014
O -0.193 -1.387 -2.971 0.275 -0.434 0.014 -0.9748
H 0.326 -1.085 -2.214 0.196 0.605 -0.215 0.4864
H 0.393 -1.386 -3.753 -0.115 0.595 0.615 0.5063
O 1.392 -3.474 -2.209 1.356 0.407 0.202 -1.0234
H 0.639 -2.886 -2.396 -0.562 -0.875 -0.175 0.5091
H 1.238 -4.417 -2.155 -0.790 0.189 -0.149 0.4848
O -1.352 -0.587 4.240 0.884 -0.772 0.452 -0.9781
H -1.196 -1.387 3.690 -0.198 0.392 -0.325 0.5014
H -0.685 -0.767 4.922 -0.473 0.466 0.189 0.4621
O 0.904 3.980 -1.947 1.246 0.735 -0.220 -0.9167
H 1.250 3.813 -1.064 -0.676 -0.007 0.424 0.4664
H 1.763 4.106 -2.375 -0.356 0.188 -0.605 0.4619
O 1.212 -0.618 2.357 1.144 -0.165 0.098 -0.9831
H 0.791 -0.552 3.216 -0.395 0.308 0.001 0.4801
H 1.648 -1.500 2.397 -0.265 0.791 -0.037 0.4894
O -0.567 -2.557 2.546 -1.526 -0.463 0.119 -0.9968
H 0.184 -2.661 1.938 0.072 0.039 0.257 0.5025
H -1.340 -2.772 2.021 -0.278 -0.019 0.017 0.4728
O 3.329 -2.612 -0.205 -0.380 1.263 -1.894 -0.9489
H 3.287 -2.907 -1.138 0.087 -1.334 0.541 0.4979
H 2.980 -1.748 -0.518 0.085 0.264 1.369 0.4805
O -2.525 -2.509 -3.006 -0.848 -0.997 -0.104 -0.9542
H -2.351 -1.570 -3.093 0.261 -0.124 -0.406 0.4869
H -2.636 -2.921 -3.882 0.107 0.724 0.526 0.4674
```
Forces are in eV/Å.

(2)
Formula: C6H6O
Source: the Open Molecules 2025 dataset
Level of theory: the ωB97M-V functional and the def2-TZVPD basis

Properties
Highest occupied orbital energy (eV): -8.64
Orbital gap (hartree): 0.3445
LUMO level (eV): 0.739

```
13
Properties=species:S:1:pos:R:3:forces:R:3:nbo_charge:R:1
O -1.353 0.198 2.290 -0.044 -0.128 -0.108 -0.6670
C -1.066 0.977 1.205 -0.544 0.380 -0.560 0.0927
C 2.155 0.004 -0.030 0.226 -0.652 -0.516 -0.4906
C 1.240 -0.650 -0.702 -0.592 0.423 -0.145 0.0848
C 0.204 -1.087 -1.375 -0.906 1.792 -0.384 -0.3187
C -1.237 0.612 -0.048 0.210 -0.494 -0.126 -0.1014
C -1.200 0.002 -1.206 1.028 -1.653 0.520 -0.2265
H -1.392 -0.722 1.987 -0.073 0.228 0.110 0.4839
H -0.879 2.018 1.448 0.455 -0.236 0.210 0.1986
H 2.610 -0.460 0.841 -0.319 0.483 0.276 0.2273
H 2.605 0.894 -0.474 0.107 -0.370 0.104 0.2273
H 0.412 -1.950 -2.064 -1.074 1.178 0.375 0.2474
H -2.099 0.163 -1.872 1.526 -0.952 0.243 0.2422
```
Forces are in eV/Å.

(3)
Formula: C4H11ClSi2
Source: the Open Molecules 2025 dataset
Level of theory: the ωB97M-V functional and the def2-TZVPD basis

Properties
Highest occupied orbital energy (eV): -9.18
Orbital gap (hartree): 0.2675
LUMO level (eV): -1.897

```
18
Properties=species:S:1:pos:R:3:forces:R:3:nbo_charge:R:1
C -0.774 -0.912 -0.517 0.575 1.267 1.584 -0.5198
C 1.196 -0.328 -0.156 2.919 2.881 0.861 -0.5550
C 0.312 -1.200 0.602 -0.819 -3.167 0.776 -0.6243
C 0.013 0.348 -0.830 1.657 -1.320 -1.881 0.1158
Si 0.053 -0.599 2.377 -0.844 -0.015 -1.388 0.8669
Si -0.538 2.121 -1.317 -0.750 -0.399 1.321 0.8533
Cl 0.369 -0.195 -3.615 -0.224 0.601 1.672 -0.6034
H -0.828 -1.569 -1.349 0.217 -0.683 -0.679 0.2988
H -1.743 -0.681 -0.170 -1.448 0.060 0.297 0.2280
H 1.981 0.198 0.507 -1.111 0.195 -1.326 0.2188
H 1.805 -0.955 -0.762 0.286 -0.035 -1.397 0.2902
H 0.791 -2.260 0.664 -1.315 1.466 -0.090 0.2417
H 1.374 -0.807 3.001 -0.097 0.413 0.273 -0.1372
H -0.987 -1.466 2.853 -0.412 -0.586 0.814 -0.1645
H -0.648 0.738 2.290 0.793 -0.176 0.249 -0.1468
H -1.984 1.869 -1.602 0.527 0.269 -0.638 -0.1218
H 0.354 3.053 -2.096 -0.452 -0.719 0.268 -0.0780
H -0.747 2.644 0.120 0.498 -0.052 -0.715 -0.1626
```
Forces are in eV/Å.

(4)
Formula: C11H22NOP
Source: the Open Molecules 2025 dataset
Level of theory: the ωB97M-V functional and the def2-TZVPD basis

Properties
Highest occupied orbital energy (spin up / spin down) (eV): -7.07 / -7.47
Orbital gap (spin up / spin down) (hartree): 0.2345 / 0.2982
LUMO level (spin up / spin down) (eV): -0.691 / 0.646

```
36
Properties=species:S:1:pos:R:3:forces:R:3:nbo_charge:R:1
C 3.485 0.350 0.289 -1.495 -1.602 2.660 -0.3014
C 3.527 0.286 -0.979 0.120 0.633 -0.725 0.1390
C 2.732 1.387 1.110 -0.945 -1.731 0.261 -0.4285
C 1.270 0.983 1.473 -1.334 1.303 0.002 -0.7201
C 3.925 0.144 -2.331 2.570 4.447 0.451 -0.6930
C -0.828 -2.614 0.065 1.336 -0.575 -0.079 -0.6338
C -1.887 -1.408 2.021 -0.093 1.182 1.930 -0.6234
C -1.896 0.435 -1.988 -1.613 1.932 -1.009 -0.6511
C -3.064 1.252 0.033 0.728 -0.040 3.775 -0.6180
C -0.874 -1.331 0.925 0.407 -1.053 -1.086 -0.0542
C -2.314 0.152 -0.586 0.483 -1.904 0.501 -0.0416
N -1.138 -0.083 0.261 1.890 1.296 -1.139 -0.7453
O -0.121 2.338 -0.500 0.624 -2.299 0.371 -1.0633
P 0.239 0.878 -0.146 -0.338 2.205 0.981 1.6297
H 3.596 -0.601 0.901 0.543 0.707 -0.476 0.1851
H 3.243 1.631 2.003 0.744 -0.014 1.159 0.2146
H 2.696 2.272 0.575 -0.296 1.839 -1.226 0.2222
H 1.068 0.096 2.118 0.825 0.699 -0.408 0.2188
H 0.732 1.894 1.974 1.010 -1.601 -0.796 0.2538
H 3.224 -0.245 -2.942 -2.169 -1.635 -2.018 0.2342
H 4.898 -0.293 -2.380 0.625 -0.861 -0.347 0.2319
H 4.162 1.251 -2.787 -0.653 -2.175 0.869 0.2198
H 0.121 -2.706 -0.535 -0.653 0.249 0.748 0.2143
H -0.887 -3.540 0.723 -0.130 1.174 -0.910 0.2174
H -1.588 -2.603 -0.702 -0.640 -0.279 0.045 0.2091
H -2.038 -2.412 2.484 0.624 0.900 0.058 0.2177
H -2.910 -1.067 1.748 0.762 -0.223 -0.209 0.2135
H -1.433 -0.558 2.663 -1.423 -1.667 0.134 0.2213
H -1.375 1.442 -2.069 -0.641 -1.426 -0.032 0.2615
H -1.278 -0.373 -2.236 1.080 -0.993 -1.158 0.2070
H -2.830 0.454 -2.620 1.077 -0.059 0.358 0.2131
H -2.519 2.202 0.247 0.393 -1.154 -0.046 0.2451
H -3.422 0.799 1.012 -0.161 1.228 -1.035 0.2000
H -3.793 1.601 -0.572 -3.058 0.618 -1.799 0.2063
H 0.143 -1.145 1.307 -0.571 -0.881 0.283 0.2021
H -2.869 -0.866 -0.561 0.371 1.761 -0.086 0.1960
```
Forces are in eV/Å.

(5)
Formula: C5H14NS
Source: the Open Molecules 2025 dataset
Level of theory: the ωB97M-V functional and the def2-TZVPD basis

Properties
Highest occupied orbital energy (eV): -13.80
Orbital gap (hartree): 0.3296
LUMO level (eV): -4.829
Total charge: +1

```
21
Properties=species:S:1:pos:R:3:forces:R:3:nbo_charge:R:1
C 4.256 0.218 -0.086 0.052 -0.011 0.027 -0.8416
C -1.263 1.400 -0.469 0.126 1.096 -0.303 -0.4105
C -2.313 -0.761 -0.717 -0.669 -0.508 -0.510 -0.4422
C -1.697 0.033 1.484 -0.218 0.131 1.124 -0.4148
C 0.063 -0.449 0.069 1.191 -0.200 0.092 -0.0811
N -1.324 0.016 0.050 -0.163 -0.366 -0.216 -0.3249
S 0.363 -1.910 -0.645 -0.405 0.238 0.031 0.2884
H 3.464 -0.435 0.263 -0.155 -0.106 0.097 0.1816
H 5.187 -0.332 -0.117 0.152 -0.110 -0.005 0.2259
H 4.025 0.587 -1.075 -0.066 0.088 -0.212 0.2125
H -2.239 1.874 -0.376 -0.079 -0.194 0.038 0.2366
H -0.529 1.972 0.098 -0.026 -0.196 0.017 0.2584
H -0.967 1.389 -1.517 -0.017 -0.131 0.074 0.2400
H -2.375 -1.778 -0.332 0.054 0.063 0.089 0.2368
H -3.294 -0.296 -0.632 0.074 0.041 0.044 0.2456
H -2.028 -0.794 -1.767 0.067 0.083 0.056 0.2390
H -1.697 -0.982 1.880 0.017 -0.014 -0.141 0.2402
H -0.975 0.627 2.043 0.016 -0.039 -0.173 0.2594
H -2.689 0.465 1.604 -0.010 -0.003 -0.223 0.2410
H 4.357 1.050 0.600 -0.012 0.127 0.100 0.2239
H 1.674 -1.893 -0.356 0.071 0.012 -0.005 0.1859
```
Forces are in eV/Å.

(6)
Formula: C4H6FNO2
Source: the Open Molecules 2025 dataset
Level of theory: the ωB97M-V functional and the def2-TZVPD basis

Properties
Highest occupied orbital energy (eV): -11.68
Orbital gap (hartree): 0.4507
SMILES string: C[C@](O)(C#N)[C@@H](O)F
LUMO level (eV): 0.585

```
14
Properties=species:S:1:pos:R:3:forces:R:3:nbo_charge:R:1
C 0.386 -1.074 -0.968 1.601 2.057 -2.101 -0.6482
C 0.067 0.291 -0.310 0.879 -0.419 1.112 0.1178
O -0.744 1.078 -1.116 -0.409 0.256 -0.058 -0.6655
C 1.297 1.076 0.060 -2.969 -2.181 -0.662 0.2464
N 2.174 1.739 0.291 2.547 1.729 0.605 -0.2914
C -0.783 0.041 0.932 1.713 2.632 2.069 0.4635
O -0.188 -0.775 1.870 1.409 0.107 -3.318 -0.6821
F -1.006 1.309 1.624 0.333 -1.084 -0.951 -0.3892
H -0.311 -1.118 -1.838 -0.192 -1.022 1.273 0.2396
H 0.516 -1.823 -0.204 -0.375 -0.631 -0.365 0.2552
H 1.350 -0.943 -1.566 -0.806 -0.329 1.146 0.2292
H -0.273 1.176 -1.937 0.107 0.355 -0.754 0.4762
H -1.734 -0.144 0.569 -2.078 -1.237 -0.329 0.1589
H -0.749 -0.832 2.591 -1.760 -0.233 2.334 0.4896
```
Forces are in eV/Å.

| no. | E_tot (hartree) |
| --- | --- |
| 1 | -1112.01535 |
| 2 | -307.27706 |
| 3 | -1198.00108 |
| 4 | -903.48861 |
| 5 | -651.48077 |
| 6 | -461.07712 |